# 1
Density functional theory data (wB97M-V/def2-TZVPD) for a gas-phase ion, C3H9N6O3 (charge +1) in a non-equilibrium geometry.

Its charge is +1. The calculation puts the relative energy (zero: lowest compared OMol25 entry of this formula, charge and spin) at 188.77 kcal per mole. Its HOMO energy is -12.85 eV. As for the total energy: -673.421043 Ha. The HOMO-LUMO gap comes out at 0.2706 Eh. As for the structure (SMILES): N[C@@]1(N=O)N([O-])[N+](=O)[C@@]1(N)C[NH3+].

Element x y z (Å)
1 N 0.0418 -0.2734 -2.2295
2 H -0.4481 -0.8109 -2.9438
3 H 0.9253 0.1017 -2.5814
4 N -1.6192 -0.1381 1.0772
5 O 2.2016 -0.9398 1.4461
6 C -0.0882 -0.3236 -0.8673
7 N 1.8558 1.4257 -0.6699
8 H 0.9252 2.2570 1.0389
9 H 0.8902 0.9069 2.0562
10 H -1.8097 -1.5624 -0.6587
11 H -2.2741 0.3210 -0.8632
12 N 1.4386 -0.7883 0.5276
13 N 0.4417 1.2575 1.2774
14 O 0.3911 -2.7249 -0.2325
15 C -1.6344 -0.4533 -0.3544
16 O 1.9408 2.4914 -0.1653
17 H -1.3161 -0.9027 1.6687
18 N 0.6159 -1.5193 -0.1463
19 H -2.4377 0.3548 1.4094
20 C 0.8465 0.5609 0.0368
21 H -0.8869 0.7596 1.1737

# 2
Density functional theory data (wB97M-V/def2-TZVPD) for 2 unconnected molecules or ions with the total composition C10H13N in a non-equilibrium geometry.

The calculation puts the relative energy (zero: lowest compared OMol25 entry of this formula, charge and spin) at 155.50 kcal per mole. Its HOMO energy (spin up / spin down) is -7.99 / -7.91 eV. As for the total energy: -443.355903 Ha. The HOMO-LUMO gap (spin up / spin down) comes out at 0.2856 / 0.2862 Eh.

Element x y z (Å)
1 C 1.3336 -0.6078 -0.3325
2 N -1.7279 -0.6607 0.4160
3 C -3.0299 -0.0913 0.4167
4 C 0.4317 -3.0066 0.2211
5 H -1.5288 -1.4385 1.0858
6 H -3.9554 -0.3978 0.9694
7 H 1.0588 0.5298 -2.1777
8 H 1.8467 2.2058 1.7750
9 H 0.5491 1.8361 0.5349
10 H -3.7089 1.7721 -0.3176
11 C -0.9962 0.1105 -0.3626
12 C -2.9814 1.0323 -0.3525
13 C 1.2292 1.3043 1.2481
14 H 2.8292 0.8130 0.2065
15 H 2.5635 -0.2439 -2.0090
16 H 0.0423 -3.8841 0.6038
17 H 0.5753 0.8942 2.0040
18 C 0.9006 -1.9054 0.0247
19 C 1.4858 -0.3697 -1.7512
20 C -1.6236 1.2482 -0.7914
21 H 2.5764 -0.2996 1.5557
22 H -1.2037 2.1318 -1.1418
23 C 2.1061 0.2019 0.6798
24 H 1.2279 -1.1748 -2.5053

# 3
Density functional theory data (wB97M-V/def2-TZVPD) for 12 unconnected molecules or ions with the total composition C23H50Br6N2O7 in a non-equilibrium geometry.

Its HOMO energy is -9.53 eV. As for the total energy: -16986.511303 Ha. The HOMO-LUMO gap comes out at 0.3592 Eh. As for the structure (SMILES): c1ccncc1.c1ccncc1.BrCCBr.BrCCBr.BrCCBr.CO.CO.CO.CO.CO.CO.CO.

Element x y z (Å)
1 C 6.1953 -2.5223 4.4125
2 H 2.7473 1.2320 -0.0332
3 H 0.3447 4.9034 -2.7487
4 H 1.0159 -0.7185 -2.9263
5 C -1.8330 2.7515 4.6632
6 C -0.3175 -0.4322 0.6718
7 H -5.7126 2.9008 0.8904
8 Br 2.8266 3.4759 3.0646
9 O 3.4829 -1.6011 -2.3441
10 H 3.0905 0.5972 -3.9022
11 O -1.8659 2.2619 3.3241
12 C 3.0627 2.0598 0.5567
13 Br 4.9859 1.7800 0.9099
14 H 7.2311 -2.6833 4.0527
15 H -3.8998 -0.3856 3.3556
16 H -2.9365 4.4995 2.1084
17 C 0.2324 -3.5998 -4.9864
18 H 2.2294 -0.2700 -5.1988
19 H -2.3184 1.4079 3.3467
20 Br -4.3981 2.4712 -1.2044
21 O -1.6499 3.5011 0.8314
22 H 1.7151 -0.8307 1.1184
23 C 3.1860 0.0858 -4.8605
24 Br 3.5969 -1.3857 3.7684
25 H -4.9868 0.0054 0.5718
26 H 5.5521 -2.0763 2.3683
27 H -0.8904 3.2634 4.8271
28 N -0.8071 -3.6595 -2.4506
29 C -2.4961 -1.5331 4.0684
30 H 1.2366 2.1186 1.6500
31 H -3.3008 4.4919 0.3518
32 C -1.1414 -3.6879 -4.8014
33 H -2.7268 3.3610 4.8509
34 C -0.7614 -0.2546 -1.7334
35 H -4.1508 2.2379 1.3433
36 C 0.5678 -0.5981 -1.9285
37 C -5.0065 2.1348 0.6838
38 H -0.6163 -0.3038 1.7142
39 C 2.3203 2.0408 1.8346
40 H -1.0811 5.8895 -2.2552
41 O -1.1941 3.7818 -1.9476
42 C -0.5067 4.9879 -2.0519
43 O 4.0527 -0.9993 -4.9349
44 N 1.4349 -0.7292 -0.9408
45 H 4.0454 -1.3662 -4.0348
46 H -1.2936 3.5246 -1.0048
47 C -3.8927 -2.4757 -1.1190
48 C -1.6541 -3.6228 -3.4878
49 H -2.0146 5.5254 0.8924
50 C 0.9758 -0.6994 0.3109
51 H 4.9555 -2.9284 -1.8567
52 H -1.5772 -1.3037 4.5738
53 O -2.7851 -3.0566 -0.4212
54 Br -6.3372 0.6356 2.5421
55 H -2.0811 -3.2176 -1.0397
56 H -1.4537 3.0429 1.6769
57 C -5.6924 0.7878 0.7578
58 C -2.5491 4.5754 1.1197
59 H -1.9885 -2.0158 3.1865
60 C 0.4746 -3.7634 -2.6857
61 H 1.1934 -3.8347 -1.8955
62 H 0.0037 5.0950 -1.1154
63 H -1.4509 -0.1557 -2.5739
64 H 0.5265 -3.4092 -6.0258
65 C 5.4738 -1.6781 3.4287
66 H 2.8190 -1.0854 -1.8511
67 C 4.2737 -2.1995 -1.3500
68 H 4.8925 -1.4637 -0.8036
69 H 2.8206 2.9565 -0.0678
70 O -3.0547 -0.2656 3.7772
71 H -4.6401 -2.1152 -0.3994
72 H 3.6414 -2.7681 -0.6938
73 H -4.3983 -3.2425 -1.8025
74 H -6.5541 0.8069 0.1009
75 H -3.1601 -2.1717 4.6499
76 H -2.2058 0.0841 -0.1657
77 H 3.5830 0.8564 -5.5576
78 Br 6.3545 -1.5586 6.1033
79 H -3.5910 -1.6176 -1.7547
80 H 5.6758 -3.4830 4.6111
81 C 1.0649 -3.6641 -3.9203
82 H -1.8009 -3.7573 -5.6275
83 H -1.8751 1.9376 5.3598
84 C -1.1934 -0.1766 -0.4007
85 H 2.1424 -3.6058 -3.9500
86 H 5.9172 -0.7006 3.2469
87 H 2.5592 1.1430 2.3761
88 H -2.6580 -3.5389 -3.1992

# 4
Density functional theory data (wB97M-V/def2-TZVPD) for C21H36BFNO6P in the gas phase in a non-equilibrium geometry.

Its HOMO energy is -8.30 eV. As for the total energy: -1794.064049 Ha. The HOMO-LUMO gap comes out at 0.3182 Eh. As for the structure (SMILES): C[C@@H](F)CP(CCCO)(CCCCOC=O)(CCC(=O)Nc1ccccc1)CB(O)O.

Element x y z (Å)
1 H 2.6396 -0.6961 -2.1138
2 O 3.2745 2.4266 -1.1075
3 O 3.2163 -4.3925 -2.0772
4 H 3.8327 2.8121 -0.4216
5 C 0.3803 4.6261 -0.7528
6 C 2.5866 5.3378 -0.9018
7 H -0.2163 -2.6396 0.1155
8 C -3.7333 0.3829 3.1487
9 H -0.4734 0.8540 -2.4599
10 C 1.7776 -3.0262 -0.6198
11 C 2.1294 0.1566 -1.6496
12 C -0.4401 -0.2118 -2.1970
13 O 1.6227 4.8723 -0.0626
14 C 0.9036 -1.2242 2.1740
15 N -3.5679 -0.1207 -0.5037
16 H -2.7404 1.2889 1.5253
17 H 1.8576 0.4878 1.4854
18 H -0.1397 -1.4374 1.9219
19 C -3.4276 0.5025 1.8149
20 H -1.3456 1.1228 -0.3165
21 O 4.3192 0.4630 -0.3050
22 C -1.8890 -0.7707 -2.2638
23 C -4.8753 -1.2669 1.2895
24 H -5.8987 -2.1698 2.9106
25 H 1.7331 0.7258 -2.4986
26 H 3.7489 -3.6268 -2.3106
27 H 2.6208 -0.9860 0.9589
28 H 1.4812 -2.4816 3.7853
29 C -5.1949 -1.3995 2.6152
30 H 2.7127 -2.4194 2.5400
31 H -0.8389 3.0366 -1.4039
32 H 2.4410 5.1653 -1.9812
33 P 0.6589 -0.3768 -0.6121
34 C -3.9653 -0.3262 0.8613
35 H -4.8423 -0.7171 4.6103
36 H 0.2898 5.2146 -1.6711
37 H -1.8870 -1.6592 -2.9033
38 C 1.6503 -0.4881 1.0247
39 C 0.1898 3.1378 -1.0220
40 C -4.6128 -0.5915 3.5583
41 C 1.6354 -2.4619 2.7013
42 B 3.2460 1.0602 -0.9987
43 H 1.8338 -3.6975 0.2357
44 H -4.3879 -0.0972 -1.1041
45 H -0.4043 2.9010 0.9918
46 H 1.6089 -3.2997 -2.7299
47 H -3.2445 1.0590 3.8402
48 O -2.6323 -2.2361 -0.4914
49 H 2.6442 -2.3640 -0.6902
50 H -0.4225 4.9661 -0.0924
51 C -0.3994 0.9298 0.1996
52 F 0.8270 -0.3464 3.2860
53 H -5.3290 -1.9081 0.5386
54 C 0.2341 2.3439 0.2921
55 H 1.1947 -4.7710 -1.8247
56 H -0.7050 0.6797 1.2203
57 H -2.5131 -0.0543 -2.8150
58 H 1.1848 -3.3857 2.3333
59 C -2.6630 -1.1429 -1.0127
60 C 1.8914 -3.9330 -1.8712
61 H 1.2366 2.3652 0.7236
62 H -0.0105 -2.5692 -1.6061
63 H 4.2316 0.6477 0.6372
64 C 0.4259 -2.2274 -0.6637
65 H 0.1244 -0.6707 -3.0202
66 H 0.8428 2.7500 -1.8055
67 O 3.5719 5.8770 -0.4584

# 5
Density functional theory data (wB97M-V/def2-TZVPD) for 2 unconnected molecules or ions with the total composition C4H13NO2 in a non-equilibrium geometry.

Its expectation value of S² is 0.75. Its charge is +1. The calculation puts the relative energy (zero: lowest compared OMol25 entry of this formula, charge and spin) at 45.62 kcal per mole. Its HOMO energy (spin up / spin down) is -14.24 / -14.24 eV. As for the total energy: -365.074287 Ha. The HOMO-LUMO gap (spin up / spin down) comes out at 0.4138 / 0.2496 Eh. As for the multiplicity: 2.

Element x y z (Å)
1 H 2.1748 -1.1302 0.9101
2 H 0.5174 -1.8599 1.2903
3 N -0.9219 0.0073 0.1088
4 C -2.0911 0.0927 -0.7306
5 H -2.8452 -0.6372 -0.4086
6 H 0.2604 0.6882 -5.6202
7 C 0.5392 -0.0523 0.0307
8 H -1.9253 -0.0467 -1.8026
9 H 0.7838 1.6332 -4.5056
10 H 1.0385 1.0738 2.1027
11 H 0.9967 0.9076 -0.1677
12 O -0.4023 -0.1316 2.9279
13 H -0.4974 -1.0726 2.7585
14 O 0.8685 0.7628 -4.8909
15 H 1.5901 -0.1127 3.3102
16 H 0.6631 -0.7348 -0.8198
17 C 1.1463 -0.9715 1.2277
18 H -1.2064 0.3257 1.0449
19 H -2.5928 1.0692 -0.5787
20 C 0.9686 0.0456 2.4179

# 6
Density functional theory data (wB97M-V/def2-TZVPD) for 2 unconnected molecules or ions with the total composition C5H13NO2 in a non-equilibrium geometry.

The calculation puts the relative energy (zero: lowest compared OMol25 entry of this formula, charge and spin) at 63.14 kcal per mole. Its HOMO energy is -9.45 eV. As for the total energy: -403.475985 Ha. The HOMO-LUMO gap comes out at 0.3667 Eh. As for the structure (SMILES): CC(C)N(C)C=O.O.

Element x y z (Å)
1 O 0.4500 -1.4833 -1.9791
2 H 0.1683 0.6767 1.4501
3 H -0.4380 -1.9228 -0.0233
4 H 0.4968 -2.3481 1.4726
5 C 2.0850 -0.2822 1.1196
6 C 0.5729 -0.1737 0.7520
7 H 1.2818 2.2609 -1.4244
8 H 0.7478 2.3301 0.1188
9 N 0.3280 0.3766 -0.5965
10 C 0.3326 1.9015 -0.8077
11 H 0.5570 0.3552 -2.6364
12 H -0.6180 2.3218 -1.0166
13 H -1.0283 -1.3737 1.7968
14 H 2.4458 -0.7605 0.2295
15 C 0.3977 -0.2908 -1.8475
16 H 2.7690 0.5453 1.3144
17 O -3.5070 1.0269 1.5375
18 H 2.2635 -0.9979 2.0252
19 H -2.8832 1.3964 2.2357
20 H -2.9282 0.7748 0.7545
21 C -0.1673 -1.5287 1.0188